Formula: C7H10
Source: the Open Molecules 2025 dataset
Level of theory: ωB97M-V with the def2-TZVPD basis set

Structure (XYZ):
```
17
Properties=species:S:1:pos:R:3:forces:R:3:lowdin_charge:R:1
C 2.075170 1.252651 -0.618284 -1.054 -2.008 0.290 0.2273
C 0.474654 -0.251339 -0.632719 0.954 1.389 -0.257 0.1157
C 1.751858 -0.083430 -0.103779 -0.970 1.733 -1.398 -0.4997
C 2.622051 -1.021243 0.354478 1.580 3.522 0.065 0.0639
C -1.835364 -0.915812 -0.460450 0.903 1.086 0.212 -0.0454
C -1.040786 1.025944 0.915716 -1.412 -0.091 2.831 -0.0927
C -0.865288 0.318176 -0.372283 0.148 -1.795 -0.886 -0.4509
H 1.368836 1.830636 -1.272168 0.098 -0.675 0.705 0.0344
H 2.412882 -1.975315 0.396636 -1.620 -4.708 0.410 0.0061
H 3.645598 -0.823007 0.421667 1.362 0.755 0.256 0.0472
H -1.323508 -1.789971 -0.146079 0.244 -0.875 0.614 0.0682
H -2.284746 -1.140486 -1.379738 0.115 -0.011 -1.962 0.0605
H -2.697921 -0.730719 0.104957 -1.004 0.229 1.532 0.0558
H -0.282466 1.764041 1.206016 -0.470 0.377 -0.716 0.0771
H -0.868722 0.283778 1.736864 -0.284 0.203 -0.556 0.0967
H -2.145207 1.349545 1.095710 2.043 -0.077 -0.471 0.1151
H -1.007041 0.906551 -1.246547 -0.631 0.946 -0.666 0.1208
```
Positions in Å, forces in eV/Å.

Calculated values
Total energy in Eh: -272.4031

Formula: C7H10
Source: the Open Molecules 2025 dataset
Level of theory: ωB97M-V with the def2-TZVPD basis set

Structure (XYZ):
```
17
Properties=species:S:1:pos:R:3:forces:R:3:lowdin_charge:R:1
C 2.189376 0.457803 -0.505128 2.548 4.047 -3.341 -0.0058
C 1.302617 0.607197 0.398579 -0.507 -3.488 2.344 -0.1419
C 0.630557 -0.624357 1.059181 0.347 1.788 -3.865 -0.1461
C 0.525772 -1.794624 0.091809 0.122 1.189 -0.345 -0.0270
C -0.404052 -0.658412 0.029079 0.792 -3.351 2.001 -0.2828
C -1.405193 -0.104038 -0.511762 -3.948 2.050 -2.614 -0.1232
C -2.112640 1.147844 0.031747 -1.056 -0.883 -1.334 -0.0867
H 2.429034 1.362286 -1.210034 -0.347 -1.752 1.375 0.1081
H 2.808482 -0.362594 -0.651049 0.765 -1.553 -0.201 0.0421
H 0.676255 1.401915 0.472235 -1.130 2.731 0.338 0.0612
H 0.711079 -0.842854 2.028761 -0.613 -0.201 3.870 0.0886
H 1.359694 -1.728082 -0.537757 0.693 -0.942 -1.319 0.0625
H 0.130744 -2.743663 0.397009 0.069 -0.214 0.286 0.1100
H -1.871244 -0.413209 -1.526660 1.128 -0.026 1.839 0.1347
H -1.432043 1.905157 0.385422 0.216 0.462 -0.241 0.0497
H -2.776862 1.470705 -0.839230 0.887 0.267 1.481 0.0863
H -2.761570 0.918929 0.887797 0.035 -0.125 -0.272 0.0704
```
Positions in Å, forces in eV/Å.

Calculated values
Total energy in Eh: -272.5551
Structure (SMILES): C=C[C@@H]1C/C1=C/C

Formula: C7H10
Source: the Open Molecules 2025 dataset
Level of theory: ωB97M-V with the def2-TZVPD basis set

Structure (XYZ):
```
17
Properties=species:S:1:pos:R:3:forces:R:3:lowdin_charge:R:1
C 1.632612 -1.086019 -0.071576 0.016 -0.056 -0.002 -0.0480
C 0.299124 -0.354093 0.031098 0.097 0.020 -0.044 -0.5930
C -0.944230 -1.234242 0.078507 0.204 -0.534 0.076 0.0250
C -1.431908 0.952323 -0.575030 0.188 0.655 -0.121 -0.0988
C -0.722942 1.652407 0.385357 -0.356 0.066 0.219 -0.0345
C 0.281244 0.779082 1.083686 0.049 0.018 -0.018 -0.1285
C -0.200484 0.451937 -1.121512 0.103 -0.206 -0.304 -0.0313
H 1.766873 -1.732181 0.804008 -0.030 0.092 -0.116 0.0826
H 1.653650 -1.725591 -0.960744 -0.007 0.089 0.135 0.0802
H 2.487301 -0.399950 -0.112764 -0.157 -0.070 0.006 0.0758
H -0.808676 -2.208526 0.578220 -0.054 0.169 -0.031 0.0414
H -1.493274 -1.349507 -0.854115 0.015 0.090 0.135 0.0254
H -2.289646 1.332468 -1.120637 0.123 -0.067 0.094 0.1171
H -0.962466 2.668218 0.702298 -0.008 -0.180 -0.025 0.1192
H -0.073601 0.505025 2.089335 0.033 0.044 -0.134 0.1257
H 1.268598 1.248347 1.165060 -0.117 -0.082 -0.019 0.1148
H 0.205717 0.596484 -2.117343 -0.099 -0.047 0.149 0.1269
```
Positions in Å, forces in eV/Å.

Calculated values
Total energy in Eh: -272.5033

Formula: C7H10
Source: the Open Molecules 2025 dataset
Level of theory: ωB97M-V with the def2-TZVPD basis set

Structure (XYZ):
```
17
Properties=species:S:1:pos:R:3:forces:R:3:lowdin_charge:R:1
C -1.796849 0.508698 -0.145148 -0.080 0.163 0.007 -0.0601
C -0.932486 -0.714289 -0.183314 -0.375 -0.019 -0.068 -0.3701
C 0.082671 -1.038953 0.859997 0.538 -0.318 -0.681 -0.1129
C 0.927702 0.036208 1.412701 0.181 0.201 -0.302 -0.0950
C 1.458666 0.870042 0.510614 0.032 -0.013 0.103 -0.1043
C 1.203590 0.443706 -0.903008 -0.332 -0.012 -0.089 -0.1857
C 0.389020 -0.825868 -0.835952 0.170 -0.549 0.719 -0.1271
H -2.285934 0.647748 -1.113292 -0.030 0.124 0.090 0.0798
H -2.562644 0.366716 0.622347 -0.027 0.155 -0.106 0.0809
H -1.224642 1.406126 0.103613 -0.082 -0.062 -0.033 0.0733
H -1.487615 -1.620919 -0.421253 -0.252 0.125 0.106 0.1359
H -0.155232 -1.857392 1.562258 0.595 -0.109 -0.968 0.1242
H 1.201939 0.053152 2.466630 -0.331 0.141 -0.160 0.1035
H 2.131946 1.679794 0.761499 -0.116 0.058 -0.037 0.0950
H 0.485432 1.027561 -1.491683 0.379 0.945 0.162 0.1160
H 2.131176 0.423439 -1.496181 -0.286 -0.370 0.235 0.1167
H 0.491154 -1.453585 -1.736187 0.017 -0.458 1.022 0.1298
```
Positions in Å, forces in eV/Å.

Calculated values
Total energy in Eh: -272.6395
Structure (SMILES): C[C@@H]1[C@@H]2C=CC[C@H]12

Formula: C7H10
Source: the Open Molecules 2025 dataset
Level of theory: ωB97M-V with the def2-TZVPD basis set

Structure (XYZ):
```
17
Properties=species:S:1:pos:R:3:forces:R:3:lowdin_charge:R:1
C -1.475700 0.828569 0.206922 -0.069 0.045 0.132 -0.1271
C -1.384938 -0.706136 -0.025539 -0.116 -0.220 0.042 -0.1263
C -0.155423 -0.499536 -0.969869 -0.054 -0.105 -0.189 -0.2044
C -0.141128 0.976696 -0.539149 0.029 0.133 -0.005 -0.2292
C 1.194716 0.716268 0.204908 0.114 0.233 0.074 -0.1470
C 1.305821 -0.552386 1.040285 -0.072 -0.015 0.150 -0.0942
C 1.275935 -0.675582 -0.433186 0.091 -0.272 -0.137 -0.1812
H -2.322654 1.277985 -0.324926 0.203 -0.047 0.071 0.1019
H -1.483446 1.191827 1.238836 -0.044 -0.153 -0.071 0.1043
H -1.191038 -1.271343 0.888742 -0.047 -0.062 -0.232 0.0885
H -2.254118 -1.145256 -0.517964 0.068 0.038 0.025 0.0986
H -0.295928 -0.785514 -2.012919 -0.061 0.099 0.120 0.1337
H -0.065910 1.740750 -1.321475 0.170 -0.050 0.333 0.1380
H 1.926261 1.502490 0.371190 0.099 -0.270 -0.287 0.1214
H 2.299084 -0.753290 1.443341 -0.196 0.431 0.042 0.1069
H 0.518565 -0.950943 1.674036 0.041 0.173 -0.139 0.0882
H 2.093374 -1.129154 -0.986492 -0.154 0.045 0.070 0.1280
```
Positions in Å, forces in eV/Å.

Calculated values
Total energy in Eh: -272.6166
Structure (SMILES): C1C[C@H]2[C@@H]1[C@H]1C[C@@H]21

Formula: C7H10
Source: the Open Molecules 2025 dataset
Level of theory: ωB97M-V with the def2-TZVPD basis set

Structure (XYZ):
```
17
Properties=species:S:1:pos:R:3:forces:R:3:lowdin_charge:R:1
C 1.551519 -0.358428 1.204399 0.017 -0.189 0.135 -0.0577
C 1.265677 0.851118 0.300569 -0.098 0.533 -0.006 -0.2598
C 1.329883 -0.622018 -0.226482 -0.020 -0.178 -0.037 -0.2198
C 0.035936 -1.209079 -0.642556 -0.164 0.072 0.127 -0.0789
C -1.117140 -0.689576 -0.221412 0.193 -0.080 -0.065 -0.1512
C -1.163396 0.614270 0.538513 0.016 0.091 -0.018 -0.2780
C 0.011219 1.535384 0.450908 0.129 -0.500 -0.040 0.0690
H 2.556458 -0.402365 1.611524 -0.125 0.040 -0.108 0.1105
H 0.764080 -0.651133 1.893339 0.130 0.061 -0.119 0.1127
H 2.148452 1.453903 0.093899 -0.166 -0.128 0.036 0.1128
H 2.204075 -0.853559 -0.830095 -0.153 0.087 0.086 0.1350
H 0.059688 -2.081545 -1.291214 -0.009 0.105 0.127 0.1063
H -2.064623 -1.138335 -0.513398 0.148 0.047 0.058 0.0938
H -2.184204 0.609372 -2.138322 0.001 0.115 -0.104 0.0362
H -2.092360 1.153350 0.319630 0.152 -0.079 0.053 0.0808
H -1.214473 0.443362 1.631629 -0.003 0.004 -0.065 0.1297
H -2.090795 1.345282 -2.180929 -0.049 -0.001 -0.062 0.0585
```
Positions in Å, forces in eV/Å.

Calculated values
Total energy in Eh: -272.5288